Below is C38H55MnN11O2P2Si2 as an isolated structure, with properties calculated with ωB97M-V/def2-TZVPD.

XYZ file:
```
111
Properties=species:S:1:pos:R:3
Mn -0.294 0.243 0.401
C 1.175 0.095 5.174
Si 1.104 1.215 3.668
C 2.537 2.436 3.810
C -0.474 2.234 3.832
N 1.040 0.361 2.198
P 2.057 -0.630 1.420
C 1.267 -1.571 0.292
P -0.030 -2.600 0.491
N -1.392 -1.788 0.794
Si -3.039 -2.172 0.693
C -3.414 -4.010 0.623
C -3.816 -1.393 -0.843
C -3.975 -1.488 2.198
C 0.220 -3.902 1.744
C -0.519 -3.879 2.922
C -0.240 -4.772 3.950
C 0.773 -5.708 3.800
C 1.513 -5.744 2.624
C 1.244 -4.840 1.608
C -0.303 -3.566 -1.049
C -0.434 -4.949 -1.115
C -0.712 -5.582 -2.322
C -0.878 -4.840 -3.479
C -0.771 -3.455 -3.423
C -0.488 -2.830 -2.220
C 3.218 -1.307 2.665
C 4.328 -0.553 3.046
C 5.143 -0.966 4.090
C 4.863 -2.145 4.767
C 3.764 -2.905 4.394
C 2.947 -2.486 3.354
C 3.182 0.397 0.387
C 2.921 1.746 0.188
C 3.696 2.493 -0.697
C 4.743 1.896 -1.379
C 5.013 0.544 -1.183
C 4.236 -0.198 -0.310
H 1.137 0.678 6.099
H 2.093 -0.496 5.188
H 0.332 -0.601 5.174
H 2.266 3.268 4.467
H 2.813 2.855 2.840
H 3.423 1.957 4.232
H -0.446 2.829 4.749
H -1.359 1.593 3.894
H -0.579 2.928 2.992
H -2.948 -4.480 -0.245
H -4.494 -4.171 0.552
H -3.058 -4.525 1.518
H -4.902 -1.521 -0.864
H -3.398 -1.850 -1.743
H -3.597 -0.322 -0.882
H -3.274 -1.225 2.995
H -4.662 -2.238 2.597
H -4.584 -0.605 1.978
H -1.297 -3.133 3.038
H -0.812 -4.733 4.869
H 0.990 -6.406 4.599
H 2.312 -6.465 2.508
H 1.853 -4.841 0.711
H -0.336 -5.548 -0.219
H -0.806 -6.661 -2.350
H -1.096 -5.334 -4.418
H -0.913 -2.862 -4.319
H -0.423 -1.750 -2.176
H 4.556 0.371 2.528
H 5.998 -0.366 4.376
H 5.499 -2.468 5.582
H 3.531 -3.824 4.917
H 2.080 -3.073 3.094
H 2.092 2.209 0.707
H 3.477 3.545 -0.840
H 5.351 2.475 -2.064
H 5.829 0.072 -1.717
H 4.432 -1.256 -0.171
N -2.252 1.193 1.120
C -2.627 2.263 0.203
C -3.765 3.121 0.756
C -4.310 4.239 -0.126
C -4.824 3.810 -1.501
N -3.795 3.443 -2.481
C -2.842 4.252 -2.921
N -1.849 3.754 -3.656
N -2.945 5.583 -2.767
C -1.345 3.040 -0.188
O -1.494 4.143 -0.744
O -0.261 2.450 0.055
H -3.019 0.575 1.354
H -1.894 1.583 1.987
H -2.968 1.778 -0.721
H -3.432 3.566 1.698
H -4.584 2.438 1.012
H -3.544 5.006 -0.232
H -5.158 4.694 0.393
H -5.445 4.599 -1.936
H -5.478 2.943 -1.417
H -3.678 2.468 -2.706
H -1.459 2.850 -3.388
H -1.129 4.393 -3.953
H -3.660 5.919 -2.143
H -2.070 6.075 -2.681
N 1.180 2.601 -4.609
N 1.068 1.608 -3.646
N 1.995 0.706 -3.386
C 1.456 0.051 -2.375
N 0.239 0.556 -2.056
N 0.009 1.536 -2.878
H 1.360 2.150 -5.500
H 1.991 3.163 -4.370
H 1.883 -0.778 -1.825
```

E, Eh: -4646.67701
Molecular weight, Da: 870.99
Expectation value of S²: 8.755
Kohn-Sham gap (alpha / beta), eV: 6.118 / 6.503
Total charge: 0
Spin multiplicity: 6
HOMO energy (alpha / beta), eV: -6.10 / -6.49

Löwdin population analysis, charges in e, atoms 1 to 99: 0.77 -0.17 0.31 -0.17 -0.18 -0.29 0.62 -0.47 0.62 -0.30 0.30 -0.17 -0.17 -0.19 -0.31 -0.09 -0.08 -0.09 -0.09 -0.12 -0.27 -0.10 -0.09 -0.10 -0.09 -0.10 -0.27 -0.10 -0.09 -0.09 -0.08 -0.07 -0.32 -0.10 -0.09 -0.11 -0.09 -0.10 0.03 0.01 0.03 0.02 0.01 0.02 0.03 0.02 0.02 0.01 0.03 0.02 0.03 0.02 -0.01 0.02 0.03 0.01 0.09 0.10 0.10 0.10 0.12 0.10 0.10 0.10 0.10 0.06 0.10 0.10 0.10 0.10 0.07 0.07 0.10 0.09 0.10 0.11 0.04 -0.29 -0.13 -0.19 -0.15 0.10 -0.47 0.20 0.21 -0.61 -0.02 -0.09 0.04 0.05 0.11 0.13 0.12 0.09 0.12 0.12 0.13 0.15 0.06